(1)
# C27H28Cl5Ge2KN3O2S3Se

A molecular structure, C27H28Cl5Ge2KN3O2S3Se in a non-equilibrium geometry (ωB97M-V/def2-TZVPD, the OMol25 dataset).

Results
<S²>   0.76
LUMO (alpha / beta)   3.6666 / 2.7860 eV
Largest force on an atom   3.94 eV/Å
Energy above the lowest of the compared OMol25 structures with the same formula, charge and spin   28.2 kcal/mol
Kohn-Sham gap (alpha / beta)   6.079 / 5.198 eV

Structure (ORCA input):
```
! RIJCOSX wB97M-V def2-TZVPD def2/J DEFGRID3
* xyz -2 2
K 1.6521 -0.8067 0.2693
O 2.6548 -2.6799 2.0715
S 2.5071 -3.8911 1.2513
O 3.5005 -4.9338 1.3790
N 2.2039 -3.3401 -0.1509
C 2.0928 -4.0804 -1.2880
C 2.5144 -5.3865 -1.4007
C 2.2857 -6.1127 -2.5562
C 1.5652 -5.6102 -3.6180
C 1.1611 -4.2274 -3.5119
C 0.4017 -3.7068 -4.5647
C 0.0883 -2.3832 -4.4564
C 0.4486 -1.6621 -3.2922
N 1.0726 -2.1493 -2.2778
C 1.3769 -3.5018 -2.3859
C 0.9956 -4.5623 1.9648
C -0.2135 -4.4776 1.3021
C -1.3899 -4.7909 1.9672
C -1.3642 -5.0926 3.2928
C -0.1598 -5.1875 3.9832
C 1.0081 -4.9294 3.2975
H 3.0652 -5.8353 -0.6336
H 2.6152 -7.1699 -2.5734
H 1.3433 -6.1579 -4.5514
H 0.0889 -4.3004 -5.4315
H -0.4517 -1.8554 -5.2265
H 0.2733 -0.5966 -3.2998
H -0.2682 -4.0864 0.3156
H -2.3394 -4.6407 1.5119
H -2.2990 -5.2061 3.8202
H -0.1383 -5.5173 5.0068
H 1.9164 -5.1091 3.8465
Cl 0.8453 1.2604 2.6385
C 2.0239 2.5380 2.8094
C 2.2680 2.8243 4.1350
C 2.9504 3.9640 4.5137
C 3.5086 4.7710 3.4891
C 3.3413 4.3406 2.1845
Cl 4.1975 5.3355 0.9954
C 2.5875 3.2173 1.7230
S 2.4893 2.6651 0.0987
H 1.9397 2.2282 4.9379
H 2.9167 4.2227 5.5691
H 3.9906 5.6849 3.8083
Cl -3.3037 0.5991 4.8084
Ge -2.7692 -1.4410 4.1700
Cl -3.1368 -2.7957 6.1137
Cl -4.6718 -2.0779 3.0505
C -1.8228 5.5053 -4.3968
Ge -2.0259 5.3241 -2.4298
C -0.2706 5.5368 -1.5584
C -3.0910 6.8406 -1.7818
C -3.1958 3.7363 -2.3044
Se -2.0287 2.1217 -2.3160
C -1.7755 2.1611 -0.3249
H -1.2815 6.4926 -4.6404
H -2.7876 5.6285 -4.8398
H -1.3208 4.7154 -4.9012
H 0.0413 6.4410 -1.9908
H 0.3745 4.7047 -1.7654
H -0.5363 5.6881 -0.4881
H -2.4450 7.7275 -1.6918
H -3.4637 6.6162 -0.7425
H -3.9442 7.0060 -2.4654
H -3.8465 3.7520 -3.1293
H -3.7229 3.6881 -1.3119
H -1.8472 3.1621 0.0142
H -0.7767 1.7547 -0.0720
H -2.5062 1.5949 0.1812
S -1.7915 -1.6722 -0.0869
C -1.7193 -1.1598 1.4196
N -1.6006 -0.7149 2.5165
*
```

=====

(2)
# C27H28ClFHfN2O11

A molecular structure, C27H28ClFHfN2O11 in a non-equilibrium geometry (ωB97M-V/def2-TZVPD, the OMol25 dataset).

Results
LUMO   0.1606 eV
Largest force on an atom   3.26 eV/Å
Energy above the lowest of the compared OMol25 structures with the same formula, charge and spin   86.5 kcal/mol
Kohn-Sham gap   8.842 eV

Structure (ORCA input):
```
! RIJCOSX wB97M-V def2-TZVPD def2/J DEFGRID3
* xyz 0 1
Hf 0.9607 -0.9940 0.0601
C 3.2349 -1.9974 0.4947
C 3.4605 -0.6169 0.4231
C 3.2283 -0.1799 -0.8966
C 2.8232 -1.2996 -1.6975
C 2.7696 -2.3699 -0.8130
C 2.3930 -3.7409 -1.2122
C 2.5865 -1.3146 -3.1628
C 3.3508 1.2929 -1.2338
C 3.9444 0.2503 1.5045
C 3.3427 -2.9315 1.6393
H 3.0530 -4.4576 -0.8646
H 2.3295 -3.7906 -2.2548
H 1.4125 -4.0015 -0.7925
H 3.3623 -1.7886 -3.7202
H 2.6023 -0.2709 -3.5517
H 1.5556 -1.6300 -3.3886
H 3.7954 1.3612 -2.2388
H 4.1455 1.8350 -0.6620
H 2.4131 1.8505 -1.2520
H 4.9617 0.5870 1.2496
H 4.0617 -0.1862 2.4597
H 3.3484 1.1162 1.6619
H 2.4869 -3.5337 1.7005
H 3.5301 -2.4098 2.5842
H 4.1718 -3.5717 1.5228
O -1.0928 -1.7251 2.9016
C -0.8791 -2.3223 1.8068
O 0.3033 -2.5754 1.3460
C -2.0314 -3.1291 1.2942
O -1.8571 -3.2702 -0.0268
C -2.6269 -2.3137 -0.8400
C -1.9356 -0.9573 -0.8444
O -2.2461 1.3668 -1.3414
O -1.1660 -0.7585 0.3044
H -0.2364 -1.2064 3.1118
H -1.9033 -4.0800 1.8199
H -2.9785 -2.6628 1.6162
H -2.5928 -2.7585 -1.8340
H -3.7017 -2.2183 -0.4316
Cl -6.7064 2.6764 -0.8646
C -5.1618 1.7881 -0.9015
C -4.7831 1.1157 0.3079
C -3.6642 0.3922 0.3720
C -2.8611 0.1715 -0.8479
C -3.3124 0.8460 -2.1739
C -4.5711 1.5869 -2.0735
C -1.0242 -0.9979 -2.1247
O -1.5248 -1.2273 -3.2044
O 0.2142 -0.6842 -1.8778
H -5.4777 1.2793 1.1298
H -3.4231 -0.0175 1.3096
H -2.9544 0.4262 -3.1476
H -5.0773 1.9658 -2.9975
F 0.8752 5.3767 -0.8305
C 0.0567 4.6422 -0.0246
C 0.6305 3.8832 0.9602
N -0.1146 3.2408 1.9138
C 0.5704 2.2518 2.6586
C 0.8082 1.0270 1.7359
O 0.7733 1.1794 0.5043
O 1.0133 -0.1580 2.2003
C -1.4439 3.0463 1.7427
O -2.1252 2.2841 2.3839
N -2.0101 3.8074 0.7643
C -1.3602 4.5044 -0.3482
O -2.0287 4.9450 -1.2463
H 1.6745 3.9426 1.1524
H 0.0701 1.8543 3.5248
H 1.5455 2.5912 2.9571
H -2.9877 3.6631 0.6032
*
```

=====

(3)
# C27H28MnN2O3P2S2

A molecular structure, C27H28MnN2O3P2S2 in a non-equilibrium geometry (ωB97M-V/def2-TZVPD, the OMol25 dataset).

Results
<S²>   6.10
LUMO (alpha / beta)   -3.2050 / -5.4225 eV
Largest force on an atom   5.28 eV/Å
Energy above the lowest of the compared OMol25 structures with the same formula, charge and spin   0.0 kcal/mol
Kohn-Sham gap (alpha / beta)   7.590 / 6.190 eV

Structure (ORCA input):
```
! RIJCOSX wB97M-V def2-TZVPD def2/J DEFGRID3
* xyz 1 5
C -1.6558 2.8507 -3.6614
C -1.2722 1.7283 -2.9339
C 0.1104 1.4927 -2.7348
C 1.0682 2.3990 -3.2066
C 0.6605 3.5289 -3.9191
C -0.6988 3.7509 -4.1487
C 2.4819 2.0769 -2.8322
C 2.7535 0.6088 -2.9422
C 1.7201 -0.2281 -2.4991
C 1.8953 -1.6341 -2.4259
C 3.1155 -2.1604 -2.8403
C 4.1440 -1.3295 -3.3055
C 3.9688 0.0536 -3.3496
H -2.7209 3.0214 -3.8403
H 1.4149 4.2215 -4.2993
H -1.0267 4.6248 -4.7109
H 3.1890 2.6558 -3.4271
H 3.2534 -3.2444 -2.8038
H 5.0814 -1.7744 -3.6387
H 4.7609 0.7147 -3.7092
N 0.5391 0.3512 -2.0908
Mn 0.0939 0.0796 0.0968
C -2.2567 0.7418 -2.3645
H -2.0692 -0.2728 -2.7539
H -3.2881 1.0343 -2.6070
C 0.7511 -2.5051 -1.9642
H -0.1256 -2.3679 -2.6205
H 1.0527 -3.5623 -1.9859
P -2.0913 0.6289 -0.5208
P 0.1326 -2.1562 -0.2479
C 1.3449 -3.0638 0.7668
H 1.0424 -3.0188 1.8218
H 1.3882 -4.1140 0.4434
H 2.3355 -2.6021 0.6680
C -1.3561 -3.2021 -0.1352
H -1.0710 -4.2619 -0.2112
H -1.8466 -3.0347 0.8331
H -2.0632 -2.9573 -0.9383
C -2.5859 2.3112 -0.0165
H -3.5001 2.6207 -0.5439
H -2.7652 2.3252 1.0669
H -1.7792 3.0182 -0.2481
C -3.5512 -0.3682 -0.0656
H -3.5606 -0.5159 1.0223
H -4.4687 0.1616 -0.3617
H -3.5262 -1.3494 -0.5556
C -0.6264 -0.1219 1.7555
O -0.9540 -0.2165 2.8799
H 2.5700 2.3109 -1.7184
O 0.9969 3.6033 4.0716
S 2.2541 2.9439 3.8218
O 3.4840 3.6466 4.1046
N 2.2878 2.2908 2.2938
C 2.2920 0.9819 2.2543
S 2.2298 0.2940 0.6435
C 2.2949 0.3326 3.5745
C 2.2703 -1.0122 3.9555
C 2.1945 -1.3399 5.3142
C 2.1510 -0.3321 6.2915
C 2.1863 1.0210 5.9172
C 2.2603 1.3224 4.5640
H 2.3319 -1.7802 3.1859
H 2.1672 -2.3875 5.6195
H 2.0898 -0.6006 7.3483
H 2.1553 1.8317 6.6436
*
```

=====

(4)
# C27H28N2O4P2SV

A molecular structure, C27H28N2O4P2SV in a non-equilibrium geometry (ωB97M-V/def2-TZVPD, the OMol25 dataset).

Results
<S²>   2.04
LUMO (alpha / beta)   -3.5845 / -4.1521 eV
Largest force on an atom   4.62 eV/Å
Kohn-Sham gap (alpha / beta)   7.001 / 6.540 eV

Structure (ORCA input):
```
! RIJCOSX wB97M-V def2-TZVPD def2/J DEFGRID3
* xyz 1 3
C 0.9094 -0.8972 -5.0897
C 0.7623 0.1118 -4.1462
C -0.5343 0.6494 -3.8874
C -1.6781 0.1464 -4.6102
C -1.4669 -0.8763 -5.5720
C -0.2060 -1.4015 -5.7782
C -2.9245 0.6885 -4.2923
C -3.0646 1.6995 -3.3388
C -1.8719 2.1542 -2.6681
C -1.9490 3.2017 -1.7004
C -3.1835 3.7576 -1.3855
C -4.3543 3.2950 -2.0120
C -4.2978 2.3101 -2.9827
H 1.9018 -1.3006 -5.2857
H -2.3361 -1.2523 -6.1149
H -0.0641 -2.2107 -6.4934
H -3.8117 0.3451 -4.8231
H -3.2292 4.5564 -0.6441
H -5.3115 3.7263 -1.7173
H -5.2002 1.9702 -3.4928
N -0.6758 1.5925 -2.9340
V 0.6064 0.3437 0.2118
C 1.9068 0.6260 -3.3082
H 1.7647 1.6977 -3.1134
H 2.8641 0.4563 -3.8207
C -0.6544 3.6534 -1.0621
H 0.1601 3.6417 -1.8017
H -0.7743 4.6603 -0.6393
P 1.8816 -0.1645 -1.6224
P -0.0786 2.5033 0.2741
C -1.3389 2.8227 1.5420
H -1.0293 2.2979 2.4563
H -1.4149 3.9010 1.7387
H -2.3077 2.4419 1.1920
C 1.4509 3.3014 0.8658
H 1.2590 4.3570 1.0896
H 1.7683 2.7843 1.7813
H 2.2302 3.2266 0.0949
C 2.1817 -1.9155 -2.0318
H 2.9862 -2.0520 -2.7667
H 2.4386 -2.4770 -1.1267
H 1.2539 -2.3329 -2.4363
C 3.4739 0.4024 -0.9168
H 3.7032 -0.1831 -0.0177
H 4.2813 0.2636 -1.6461
H 3.3964 1.4642 -0.6508
C -1.2256 -0.1917 0.1246
O -2.3212 -0.4953 0.4770
H -0.4780 -0.2540 -0.8898
O 0.8061 1.2290 3.4157
C 1.1358 0.0536 3.2038
N 1.1778 -0.5006 1.9339
S 1.7716 -2.1107 1.8617
O 0.7602 -2.9909 1.3305
O 3.0988 -2.1366 1.2822
C 1.8848 -2.1646 3.6303
C 2.3526 -3.2356 4.3890
C 2.4065 -3.0780 5.7832
C 2.0584 -1.8511 6.3715
C 1.6422 -0.7795 5.5840
C 1.5566 -0.9464 4.1985
H 2.7041 -4.1403 3.8958
H 2.7391 -3.9024 6.4036
H 2.0942 -1.7437 7.4578
H 1.3427 0.1824 5.9980
*
```

=====

(5)
# C27H28N2O5S

A single C27H28N2O5S molecule (ωB97M-V/def2-TZVPD, the OMol25 dataset).

Results
SMILES string   CCc1ccc(NC(=O)[C@H](C)OC(=O)c2cccc(S(=O)(=O)N3CCc4ccccc4C3)c2)cc1
LUMO   -0.1096 eV
Largest force on an atom   0.95 eV/Å
Energy above the lowest of the compared OMol25 structures with the same formula, charge and spin   11.2 kcal/mol
Kohn-Sham gap   8.353 eV

Structure (ORCA input):
```
! RIJCOSX wB97M-V def2-TZVPD def2/J DEFGRID3
* xyz 0 1
C -5.3268 -3.0687 1.9999
H -5.1276 -4.1119 1.7650
H -6.4001 -2.9368 2.1145
H -4.8445 -2.8334 2.9457
C -4.7908 -2.1627 0.8896
C -3.3092 -2.3430 0.7307
C -2.7917 -3.2409 -0.1939
C -1.4283 -3.4241 -0.3366
C -0.5502 -2.6985 0.4604
C -1.0564 -1.8097 1.4076
C -2.4212 -1.6387 1.5353
H -2.7979 -0.9354 2.2632
H -0.3854 -1.2410 2.0380
N 0.8431 -2.7947 0.3365
C 1.5797 -3.4594 -0.5827
O 1.1698 -4.2491 -1.4014
C 3.0793 -3.1094 -0.4785
C 3.7662 -4.0004 0.5506
H 3.6338 -5.0405 0.2667
H 3.3350 -3.8417 1.5366
H 4.8292 -3.7743 0.5895
H 3.5389 -3.2408 -1.4647
O 3.1757 -1.7334 -0.0923
C 3.8439 -0.8745 -0.8715
O 4.5531 -1.1892 -1.7907
C 3.5557 0.5292 -0.4648
C 2.4599 0.8164 0.3429
C 2.1673 2.1244 0.6592
C 2.9452 3.1670 0.1926
C 4.0427 2.8842 -0.6086
C 4.3420 1.5741 -0.9444
H 5.1845 1.3396 -1.5774
H 4.6624 3.6883 -0.9749
H 2.6912 4.1773 0.4725
S 0.6756 2.4074 1.6205
O 0.7744 3.6687 2.2888
O 0.4260 1.2202 2.3850
N -0.5326 2.5260 0.4978
C -0.6418 3.7406 -0.2693
H -0.2568 4.5502 0.3509
C -2.1157 3.9585 -0.6046
C -2.7305 2.7155 -1.1896
C -3.9230 2.7931 -1.9004
C -4.5174 1.6577 -2.4172
C -3.9188 0.4220 -2.2319
C -2.7322 0.3329 -1.5301
C -2.1364 1.4715 -1.0012
C -0.8378 1.3355 -0.2518
H -0.9026 0.5105 0.4600
H -0.0327 1.1065 -0.9756
H -2.2604 -0.6271 -1.3819
H -4.3753 -0.4702 -2.6324
H -5.4450 1.7356 -2.9643
H -4.3866 3.7585 -2.0451
H -2.2232 4.7957 -1.2968
H -2.6497 4.2106 0.3156
H -0.0463 3.6740 -1.1936
H 1.8296 0.0389 0.7396
H 1.3587 -2.1927 0.9665
H -1.0403 -4.1159 -1.0654
H -3.4655 -3.8040 -0.8234
H -5.0090 -1.1212 1.1347
H -5.2953 -2.4045 -0.0478
*
```

=====

(6)
# C27H28N6O4S2

A single C27H28N6O4S2 molecule in a non-equilibrium geometry (ωB97M-V/def2-TZVPD, the OMol25 dataset).

Results
SMILES string   Cc1cccc(NC(=O)CSc2nnc(CNC(=O)c3ccc(S(=O)(=O)N(C)C)cc3)n2-c2ccccc2)c1
LUMO   0.0697 eV
Largest force on an atom   1.15 eV/Å
Kohn-Sham gap   9.074 eV

Structure (ORCA input):
```
! RIJCOSX wB97M-V def2-TZVPD def2/J DEFGRID3
* xyz 0 1
C -2.0663 4.1911 2.3217
C -1.9631 3.5197 0.9863
C -3.0889 2.9595 0.3876
C -2.9928 2.3323 -0.8413
C -1.7748 2.2389 -1.4928
C -0.6480 2.7981 -0.9055
C -0.7463 3.4410 0.3257
H 0.1378 3.8833 0.7649
N 0.6083 2.7615 -1.5412
C 1.1089 1.7008 -2.2198
O 0.5201 0.6511 -2.3812
C 2.5222 1.9306 -2.7324
H 2.7887 2.9841 -2.7888
H 2.6547 1.4408 -3.6956
S 3.7130 1.0855 -1.6193
C 3.1375 1.7676 -0.1208
N 2.9002 3.0317 0.1100
N 2.3491 3.1244 1.3284
C 2.2746 1.9275 1.8419
N 2.7656 1.0089 0.9526
C 2.8314 -0.3982 1.0708
C 3.5990 -0.9669 2.0767
C 3.6546 -2.3433 2.1885
C 2.9610 -3.1416 1.2951
C 2.2021 -2.5660 0.2903
C 2.1253 -1.1901 0.1750
H 1.5214 -0.7377 -0.5980
H 1.6599 -3.1880 -0.4057
H 3.0097 -4.2162 1.3840
H 4.2418 -2.7906 2.9751
H 4.1467 -0.3343 2.7594
C 1.5078 1.5575 3.0621
N 0.2963 0.8987 2.6126
C 0.1379 -0.4469 2.7358
O 0.8248 -1.1114 3.4859
C -0.8859 -1.0489 1.8309
C -0.7458 -2.4094 1.5581
C -1.5386 -3.0170 0.6028
C -2.4851 -2.2620 -0.0637
C -2.6835 -0.9304 0.2432
C -1.8874 -0.3194 1.1951
H -2.0694 0.7172 1.4353
H -3.4640 -0.3890 -0.2654
S -3.3825 -2.9729 -1.4477
O -3.4567 -4.3921 -1.2719
O -4.5914 -2.2295 -1.6406
N -2.3986 -2.6831 -2.7606
C -2.2917 -1.3032 -3.1674
H -3.2570 -0.8374 -2.9878
H -1.5052 -0.7699 -2.6213
H -2.0676 -1.2627 -4.2342
C -1.1669 -3.4285 -2.7779
H -1.3807 -4.4213 -2.3904
H -0.3881 -2.9475 -2.1719
H -0.8114 -3.5110 -3.8054
H -1.4435 -4.0653 0.3684
H 0.0104 -2.9613 2.0953
H -0.2436 1.4035 1.9244
H 2.0436 0.8461 3.6951
H 1.2719 2.4630 3.6252
H 1.2603 3.4834 -1.2507
H -1.6991 1.7517 -2.4503
H -3.8756 1.9187 -1.3048
H -4.0436 3.0238 0.8885
H -2.7618 5.0273 2.2696
H -2.4431 3.4956 3.0713
H -1.0981 4.5643 2.6448
*
```